# 1
{
  "formula": "C5H34N2O13",
  "method": "ωB97M-V with the def2-TZVPD basis set",
  "total_energy_ev": -35333.8247,
  "species": ["O", "C", "C", "C", "C", "C", "N", "N", "H", "H", "H", "H", "H", "H", "H", "H", "H", "H", "H", "H", "O", "H", "H", "O", "H", "H", "O", "H", "H", "O", "H", "H", "O", "H", "H", "O", "H", "H", "O", "H", "H", "O", "H", "H", "O", "H", "H", "O", "H", "H", "O", "H", "H", "O"],
  "coordinates": [[-1.4315, 2.1703, 0.2250], [-0.2691, 1.8531, 0.1485], [0.4103, 1.9177, -1.2492], [0.4415, 0.4564, -1.7731], [-0.9268, -0.0621, -1.8475], [-1.7369, 0.1103, -2.9111], [-1.3170, -0.9009, -0.7440], [1.8133, 2.3682, -1.2128], [0.1763, 1.2217, 0.8813], [-0.2631, 2.4887, -1.9693], [0.9749, 0.6045, -2.7523], [1.1201, -0.2369, -1.1547], [-1.5094, 0.7522, -3.7320], [-2.6935, -0.4211, -2.9857], [-0.5667, -1.4506, -0.3084], [-2.0755, -1.5147, -1.0324], [1.9366, 3.2713, -0.8368], [2.3746, 1.7246, -0.6625], [3.6548, -1.6435, 0.9189], [3.6429, -3.1632, 0.8229], [3.2009, -2.4219, 0.4492], [0.6841, -0.0402, 3.2991], [1.3485, 1.0849, 4.0984], [1.4560, 0.5498, 3.3194], [-4.0237, -0.9679, 1.1764], [-2.9402, -2.0371, 1.6869], [-3.7711, -1.9022, 1.2627], [-1.8082, 0.1354, 1.2541], [-2.6469, 1.2196, 2.1170], [-2.0009, 0.5247, 2.1189], [-3.2156, 3.1348, 0.6050], [-4.3016, 2.0684, 0.6989], [-3.8558, 2.7602, 1.1942], [-3.3573, 0.8446, -0.8813], [-4.8785, 1.0932, -1.4732], [-4.2937, 0.9023, -0.7578], [3.6854, 0.4419, -2.5433], [3.0126, 1.8551, -2.8055], [3.0449, 0.9318, -3.0555], [2.8040, -0.3090, 2.6310], [3.9283, -1.2324, 2.9613], [3.5946, -0.7033, 2.2295], [0.6519, -3.8085, -1.6193], [-0.5115, -4.8681, -1.2264], [-0.2532, -3.9663, -1.3612], [0.8686, 2.5537, 2.7469], [-0.3419, 3.4060, 3.1140], [0.5903, 3.2753, 3.3201], [1.9814, -2.1843, -2.5567], [2.8163, -2.7162, -1.2875], [2.1489, -2.8895, -1.9536], [1.5439, -2.1240, 0.7263], [0.2235, -2.4274, 1.4208], [0.8600, -1.7298, 1.2661]],
  "forces_ev_per_angstrom": [[0.59, 0.84, 0.13], [-1.35, 0.11, -3.34], [0.41, -0.07, 0.88], [1.76, 0.74, -0.12], [-1.15, -2.30, -0.44], [-0.36, -0.48, 0.96], [0.02, 0.52, -0.76], [-0.55, -0.41, -0.33], [0.95, -0.35, 1.28], [1.10, -0.36, 1.09], [-0.89, -0.68, 0.81], [-1.01, 1.13, -0.59], [0.41, 0.31, -0.32], [0.33, 0.26, 0.20], [-0.25, 0.47, -0.50], [0.12, 0.06, 0.34], [-0.10, 1.18, 0.60], [-0.15, 0.04, -0.03], [-1.20, -0.76, -0.33], [0.42, -1.22, 0.37], [1.14, 1.27, -0.59], [0.12, 0.21, -0.21], [-0.07, 0.46, 0.59], [-0.26, -0.71, -0.48], [0.78, -0.45, 0.35], [0.72, 0.70, 0.54], [-1.59, -0.30, -0.94], [-0.57, 0.56, -0.12], [-0.51, 0.69, -0.86], [1.09, -1.69, 1.36], [0.49, 0.06, -0.49], [-0.02, -0.09, -0.45], [-0.74, 0.22, 1.39], [0.72, 0.16, -1.18], [0.40, 0.13, -1.11], [-1.09, -0.54, 2.18], [0.34, 0.33, 0.21], [0.06, 0.13, 0.62], [0.18, -0.96, -1.35], [-0.50, 0.40, -0.18], [0.27, -0.03, -0.05], [0.81, 0.19, 0.65], [0.86, -0.40, -0.17], [0.46, -0.62, -0.15], [-1.47, 1.04, 0.50], [-0.06, -0.09, -0.04], [0.00, -0.05, 0.02], [0.00, 0.15, 0.00], [0.25, 0.94, -0.37], [0.22, 0.70, 0.22], [-0.52, -1.52, -0.18], [0.73, -0.38, -0.16], [-0.19, -0.26, 0.05], [-1.12, 0.69, 0.53]]
}

# 2
{
  "formula": "C6H15N4",
  "method": "ωB97M-V with the def2-TZVPD basis set",
  "total_charge": 1,
  "total_energy_ev": -12415.8078,
  "species": ["C", "C", "C", "C", "C", "C", "N", "N", "N", "N", "H", "H", "H", "H", "H", "H", "H", "H", "H", "H", "H", "H", "H", "H", "H"],
  "coordinates": [[0.9726, -2.1870, -0.3425], [-0.5678, 0.3847, -0.2057], [-0.8192, -0.4959, -1.3739], [1.2187, -3.4305, -0.9781], [-0.0102, 0.0541, 2.9959], [0.8770, 0.5569, 1.8594], [1.0062, -1.2654, 0.3946], [0.5773, -0.0712, 0.5896], [-1.7025, -0.0916, -2.2241], [-0.3966, 3.2434, -1.3182], [-0.3536, 1.4224, -0.5325], [-1.4581, 0.4071, 0.4365], [0.4609, -4.1718, -0.7199], [2.2005, -3.8025, -0.6742], [1.2355, -3.2899, -2.0601], [0.0766, -1.0252, 3.0987], [0.2990, 0.5125, 3.9304], [-1.0538, 0.3063, 2.8244], [0.7525, 1.6324, 1.7234], [1.9260, 0.3569, 2.0911], [-1.9151, -0.6535, -3.0365], [-2.2172, 0.7879, -2.1453], [-0.2477, 3.9060, -0.5634], [-1.2356, 3.5484, -1.8025], [0.3747, 3.3654, -1.9671]],
  "forces_ev_per_angstrom": [[-0.38, 2.11, 1.18], [-0.36, 0.00, -0.51], [0.60, -0.33, 0.51], [0.02, -1.01, -0.63], [0.11, 0.11, -0.20], [0.01, -0.05, 0.68], [0.30, -1.98, -0.99], [0.08, 0.88, 0.00], [-0.20, 0.28, 0.01], [-0.02, 0.27, -0.15], [-0.13, -0.34, 0.10], [-0.06, -0.06, -0.04], [0.02, 0.06, -0.03], [0.00, 0.09, 0.05], [0.01, -0.01, 0.05], [0.01, -0.09, 0.04], [0.00, 0.03, 0.12], [-0.11, 0.00, 0.02], [0.08, -0.07, -0.08], [-0.07, 0.12, -0.10], [-0.01, 0.04, 0.04], [0.08, -0.18, -0.04], [-0.01, 0.02, -0.05], [0.08, 0.08, 0.01], [-0.04, 0.04, 0.01]]
}

# 3
{
  "formula": "C4H7NO2",
  "method": "ωB97M-V with the def2-TZVPD basis set",
  "total_energy_ev": -9842.5567,
  "smiles": "C/C(=N\\O)[C@H]1CO1",
  "species": ["C", "C", "N", "O", "C", "C", "O", "H", "H", "H", "H", "H", "H", "H"],
  "coordinates": [[-0.5475, 1.2084, -1.0405], [0.2902, 0.1115, -0.4821], [1.3943, 0.2321, 0.1475], [1.8267, 1.5332, 0.3141], [-0.1773, -1.2867, -0.1819], [-0.7253, -1.1732, 1.1560], [-1.4968, -1.7289, 0.0984], [-0.1631, 1.4734, -2.0290], [-1.5903, 0.8963, -1.1422], [-0.4772, 2.0949, -0.4034], [2.6515, 1.3887, 0.7952], [0.5104, -2.0985, -0.4107], [-0.1354, -1.6836, 1.9043], [-1.0911, -0.1845, 1.4355]],
  "forces_ev_per_angstrom": [[-0.01, 0.07, -0.05], [0.36, 0.14, 0.10], [-0.29, -0.09, -0.46], [0.45, 0.39, -0.30], [0.39, 0.02, 0.14], [0.08, -0.03, 0.33], [-0.12, 0.12, -0.21], [-0.10, 0.07, 0.04], [0.16, 0.00, 0.03], [-0.03, -0.10, -0.13], [-0.13, 0.26, -0.11], [-0.05, 0.22, 0.08], [-0.88, -0.88, 0.37], [0.17, -0.20, 0.16]]
}

# 4
{
  "formula": "C38H41GaIOPSi",
  "method": "ωB97M-V with the def2-TZVPD basis set",
  "total_energy_ev": -119761.6625,
  "species": ["Ga", "I", "C", "C", "C", "C", "C", "C", "C", "C", "C", "C", "H", "H", "H", "H", "H", "H", "O", "C", "C", "C", "C", "C", "C", "C", "P", "C", "C", "C", "C", "C", "C", "C", "C", "C", "C", "C", "C", "H", "H", "H", "H", "H", "H", "H", "H", "H", "H", "H", "H", "H", "H", "C", "Si", "C", "C", "C", "C", "C", "C", "C", "C", "H", "H", "H", "H", "H", "H", "H", "H", "H", "H", "H", "H", "H", "H", "H", "H", "H", "H", "H", "H", "H"],
  "coordinates": [[-0.7740, -0.3809, -0.3909], [-0.7830, -0.3170, -3.4643], [0.8865, -1.6298, -3.7592], [1.2177, -1.7861, -5.0926], [2.3324, -2.5401, -5.4269], [3.0911, -3.1100, -4.4257], [2.7597, -2.9493, -3.0797], [3.5543, -3.6106, -2.0608], [3.3175, -3.4639, -0.7532], [2.2762, -2.5658, -0.2555], [2.2791, -1.0785, -0.5198], [1.6178, -2.1923, -2.7178], [0.6178, -1.3165, -5.8600], [2.6034, -2.6676, -6.4666], [3.9659, -3.6987, -4.6762], [4.3409, -4.2712, -2.4086], [3.8696, -4.0502, -0.0278], [1.8061, -2.8536, 0.6811], [-0.0107, -1.9549, -0.9167], [1.3208, -1.9770, -1.2886], [3.3266, -0.2398, -1.1349], [4.5570, -0.4044, -1.7554], [5.2614, 0.7389, -2.1336], [4.7695, 2.0177, -1.9130], [3.5413, 2.1996, -1.2790], [2.8680, 1.0626, -0.8870], [1.3745, 0.7003, 0.0947], [1.8325, 0.3717, 1.8244], [1.1643, -0.6545, 2.4935], [1.4623, -0.9599, 3.8099], [2.4522, -0.2437, 4.4708], [3.1535, 0.7460, 3.8009], [2.8526, 1.0528, 2.4799], [0.8009, 2.5192, 0.1987], [1.0736, 3.4665, 1.1822], [0.5829, 4.7623, 1.0756], [-0.1779, 5.1389, -0.0211], [-0.4552, 4.2099, -1.0140], [0.0285, 2.9158, -0.8930], [4.9751, -1.3823, -1.9413], [6.2229, 0.6281, -2.6209], [5.3503, 2.8769, -2.2248], [3.1399, 3.1872, -1.0861], [0.4192, -1.2336, 1.9550], [0.9368, -1.7611, 4.3144], [2.6822, -0.4697, 5.5042], [3.9416, 1.2863, 4.3105], [3.4274, 1.8019, 1.9490], [1.6539, 3.1922, 2.0534], [0.7896, 5.4815, 1.8592], [-0.5444, 6.1544, -0.1049], [-1.0493, 4.4931, -1.8748], [-0.1847, 2.1889, -1.6750], [-3.6410, 1.3448, -0.8542], [-3.0317, 0.0432, 0.3844], [-3.0326, 0.8086, 2.1482], [-2.7961, -0.2548, 3.2270], [-1.9100, 1.8465, 2.2232], [-4.3710, 1.5098, 2.4077], [-3.9880, -1.6107, 0.1816], [-5.3672, -1.5567, 0.8467], [-4.1570, -1.8589, -1.3228], [-3.1667, -2.7641, 0.7759], [-4.7043, 1.5775, -0.7662], [-3.4529, 0.9946, -1.8718], [-3.0774, 2.2712, -0.7148], [-1.8854, -0.8232, 3.0286], [-3.6330, -0.9521, 3.2982], [-2.6764, 0.2254, 4.2035], [-0.9339, 1.3788, 2.1028], [-1.9135, 2.3403, 3.2009], [-2.0121, 2.6201, 1.4575], [-5.2117, 0.8155, 2.3382], [-4.5332, 2.3205, 1.6938], [-4.3724, 1.9413, 3.4136], [-5.9597, -0.7205, 0.4661], [-5.2847, -1.4546, 1.9303], [-5.9170, -2.4802, 0.6392], [-4.7982, -1.1057, -1.7856], [-4.6110, -2.8405, -1.4900], [-3.1879, -1.8494, -1.8323], [-3.0107, -2.6392, 1.8495], [-2.1901, -2.8437, 0.2904], [-3.6907, -3.7132, 0.6230]],
  "forces_ev_per_angstrom": [[0.69, 0.20, 0.06], [0.32, -0.15, -0.04], [-0.36, 0.27, 0.06], [-0.05, 0.00, -0.01], [0.00, 0.00, -0.06], [0.04, 0.00, 0.07], [-0.29, 0.15, -0.17], [0.13, -0.13, 0.21], [0.11, -0.08, -0.12], [-0.16, 0.25, 0.02], [-0.27, -0.44, -0.40], [0.14, -0.19, -0.09], [0.04, 0.00, -0.02], [0.00, -0.01, 0.01], [-0.01, 0.00, 0.00], [-0.01, -0.01, 0.03], [0.06, 0.02, -0.03], [-0.03, -0.05, -0.04], [-0.42, -0.17, 0.16], [0.40, 0.25, 0.34], [-0.13, 0.37, 0.19], [0.00, -0.03, -0.04], [0.03, -0.06, -0.03], [-0.03, 0.13, 0.00], [0.03, -0.06, -0.05], [-0.07, -0.20, -0.13], [0.11, 0.15, 0.22], [-0.14, 0.00, 0.03], [-0.02, 0.10, -0.07], [0.00, -0.01, -0.03], [-0.01, -0.04, 0.06], [0.07, 0.04, 0.03], [-0.03, -0.08, -0.05], [-0.13, -0.23, -0.05], [-0.03, -0.07, 0.00], [-0.02, 0.04, 0.05], [0.01, 0.07, 0.00], [-0.04, -0.01, -0.02], [0.04, 0.02, 0.06], [-0.01, -0.03, -0.01], [0.00, -0.02, 0.01], [0.00, -0.01, 0.00], [0.02, 0.01, 0.00], [-0.03, -0.05, 0.09], [-0.02, 0.03, 0.01], [0.03, 0.00, -0.01], [0.01, -0.01, -0.02], [-0.02, 0.04, 0.03], [-0.03, 0.05, 0.01], [0.02, -0.01, -0.01], [-0.03, -0.02, 0.01], [0.02, 0.00, 0.00], [-0.03, 0.06, -0.03], [0.11, -0.13, 0.14], [-0.18, 0.06, -0.15], [0.04, -0.14, -0.14], [-0.02, 0.08, -0.10], [-0.06, -0.01, -0.02], [0.00, -0.08, -0.12], [0.15, 0.15, 0.04], [0.10, 0.06, -0.04], [0.08, 0.06, 0.09], [-0.05, 0.09, -0.01], [-0.01, -0.06, 0.04], [-0.05, 0.03, -0.02], [-0.02, 0.00, -0.01], [0.05, -0.06, 0.05], [0.05, -0.02, 0.02], [-0.02, 0.01, 0.00], [0.13, 0.01, 0.00], [-0.04, 0.01, 0.00], [0.06, 0.01, 0.01], [-0.01, 0.08, 0.03], [-0.05, 0.01, 0.04], [0.00, 0.01, 0.00], [-0.05, -0.03, 0.03], [-0.06, -0.01, -0.02], [-0.02, 0.00, 0.00], [0.01, -0.02, -0.03], [-0.01, -0.01, -0.01], [-0.06, -0.04, -0.05], [0.02, -0.04, -0.03], [0.01, -0.07, 0.02], [-0.01, -0.01, 0.00]]
}

# 5
{
  "formula": "C3H4N2S",
  "method": "ωB97M-V with the def2-TZVPD basis set",
  "total_energy_ev": -16988.3064,
  "smiles": "C=C(C#N)SN",
  "species": ["C", "C", "C", "N", "S", "N", "H", "H", "H", "H"],
  "coordinates": [[-1.6795, -1.0410, -0.2782], [-0.6511, -0.2885, -0.1191], [0.8358, -0.5617, -0.9967], [1.6891, -0.9168, -1.6312], [-0.4543, 1.2099, 0.7493], [1.2760, 1.3009, 0.7733], [-2.5902, -0.8969, 0.4473], [-1.7034, -2.0542, -0.8002], [1.4860, 1.3849, 1.7353], [1.7916, 1.8634, 0.1202]],
  "forces_ev_per_angstrom": [[-3.54, -3.24, 1.30], [5.74, 0.75, -2.37], [-7.04, 0.99, 4.01], [3.04, -0.99, -2.15], [1.04, 0.71, -0.36], [-1.88, -0.81, 0.17], [1.74, 0.03, -1.65], [0.26, 1.87, 0.41], [0.99, 0.24, 0.69], [-0.35, 0.45, -0.05]]
}

# 6
{
  "formula": "C6H11NS",
  "method": "ωB97M-V with the def2-TZVPD basis set",
  "total_energy_ev": -18725.2850,
  "smiles": "CCCCCN=C=S",
  "species": ["C", "C", "C", "C", "C", "N", "C", "S", "H", "H", "H", "H", "H", "H", "H", "H", "H", "H", "H"],
  "coordinates": [[1.5018, 1.4880, 0.3834], [0.1396, 1.8296, 0.8789], [-0.6487, 0.5778, 1.2257], [-0.9649, -0.3099, -0.0098], [-0.0498, -1.4935, -0.2528], [-0.4900, -2.2741, -1.3767], [-0.6043, -2.5938, -2.4988], [-0.7084, -3.1422, -3.9858], [1.5526, 1.1939, -0.6883], [2.1993, 2.3236, 0.4393], [2.0079, 0.6383, 0.8996], [-0.4195, 2.4209, 0.1524], [0.2658, 2.4884, 1.7739], [-1.6002, 0.8571, 1.7387], [-0.1147, -0.0510, 1.9687], [-2.0027, -0.7189, 0.0557], [-0.9367, 0.2805, -0.9154], [1.0423, -1.3498, -0.3963], [-0.1695, -2.1652, 0.6076]],
  "forces_ev_per_angstrom": [[1.94, -0.71, -1.32], [-0.18, 0.30, 1.19], [-0.82, -0.66, 0.44], [-0.63, 0.30, -0.01], [0.29, -1.39, 0.54], [-0.18, 0.41, 0.21], [0.28, -0.25, -0.32], [-0.15, 0.08, -0.02], [-0.39, 0.11, 0.48], [-0.05, 0.14, 0.13], [-0.58, 0.59, 0.07], [0.04, 0.01, -0.09], [-0.33, -0.58, -0.48], [0.57, -0.18, -0.51], [-0.04, 0.43, -0.28], [0.79, 0.26, 0.01], [-0.15, 0.46, -0.25], [-0.71, 0.55, 0.21], [0.32, 0.13, 0.01]]
}

# 7
{
  "formula": "C2H8O7P2Zr",
  "method": "ωB97M-V with the def2-TZVPD basis set",
  "total_charge": 4,
  "total_energy_ev": -36339.2373,
  "species": ["C", "O", "C", "O", "P", "O", "O", "O", "P", "O", "O", "H", "H", "H", "H", "H", "H", "H", "H", "Zr"],
  "coordinates": [[-0.3149, 3.0866, 0.5540], [-0.4325, 1.7013, 0.1659], [-0.3423, 1.4079, -1.1571], [-0.9716, 0.0652, -1.3474], [-0.5454, -1.2940, -0.8410], [-0.6756, -2.2748, -2.0551], [-1.5098, -1.8863, 0.1972], [0.9528, -1.2952, -0.2933], [1.4764, -1.6976, 1.2219], [1.2422, -0.5277, 2.1733], [2.9583, -1.9678, 1.1061], [0.4559, 3.6010, -0.0253], [-1.3045, 3.5644, 0.4181], [-0.0990, 3.0928, 1.6203], [-0.9041, 2.0850, -1.8113], [0.6971, 1.3468, -1.5250], [-2.5291, -2.3859, -0.2591], [0.7880, -0.6628, 3.0433], [3.3656, -2.7031, 0.5837], [-2.3073, -3.2559, -1.7692]],
  "forces_ev_per_angstrom": [[0.10, -0.11, 0.31], [0.02, -0.08, 0.10], [-0.07, 0.32, -0.35], [0.66, 0.61, 0.34], [-0.43, 0.66, -0.62], [0.63, 0.60, 0.11], [1.37, -0.26, 0.66], [0.43, -0.48, 1.36], [0.46, 1.52, -1.41], [-0.64, -0.61, 0.22], [-0.15, -0.73, 0.04], [-0.12, 0.09, -0.20], [-0.01, 0.10, -0.15], [-0.02, -0.07, 0.02], [-0.10, -0.07, 0.00], [0.07, -0.15, 0.12], [-1.59, 0.71, 0.63], [0.20, 0.34, 0.22], [0.37, 0.06, 0.06], [-1.18, -2.43, -1.45]]
}

# 8
{
  "formula": "C5H10O",
  "method": "ωB97M-V with the def2-TZVPD basis set",
  "total_energy_ev": -7393.1974,
  "smiles": "COCC1CC1",
  "species": ["C", "O", "C", "C", "C", "C", "H", "H", "H", "H", "H", "H", "H", "H", "H", "H"],
  "coordinates": [[2.5772, -0.4798, 0.0001], [1.5200, 0.3126, -0.4710], [0.4410, 0.3152, 0.4374], [-0.8321, 0.6924, -0.2651], [-2.1397, 0.3369, 0.3825], [-1.7021, -0.3691, -0.8699], [2.3372, -1.5468, -0.1061], [3.4714, -0.2556, -0.5865], [2.8086, -0.2801, 1.0584], [0.3168, -0.6793, 0.9038], [0.6589, 1.0278, 1.2492], [-0.7911, 1.6438, -0.7899], [-2.9563, 1.0496, 0.3199], [-2.1114, -0.2236, 1.3144], [-1.3790, -1.4034, -0.7801], [-2.2192, -0.1408, -1.7971]],
  "forces_ev_per_angstrom": [[0.39, -0.14, 0.09], [-0.06, -0.03, -0.06], [-0.31, 0.02, 0.18], [0.09, 0.14, 0.01], [-0.14, 0.04, 0.15], [-0.01, -0.13, -0.16], [0.05, 0.06, 0.06], [-0.16, -0.03, -0.01], [-0.07, 0.03, -0.15], [0.02, 0.13, -0.15], [-0.04, -0.08, -0.04], [0.00, -0.12, 0.08], [0.14, -0.11, -0.01], [0.03, 0.09, -0.16], [-0.01, 0.18, 0.00], [0.09, -0.03, 0.16]]
}